The following is a DFT calculation (wB97M-V/def2-TZVPD) of a 9-piece molecular cluster, C48H121N7O16 overall in a non-equilibrium geometry.

Bonds (Å) are listed after each position.
Cartesian coordinates (Å):
1 C -1.78 0.56 0.18  C2 1.532, H5 1.088, H6 1.094, H7 1.088
2 C -0.57 -0.37 0.33  C1 1.532, C3 1.552, O4 1.454, H8 1.090
3 C 0.71 0.32 0.85  C2 1.552, H9 1.089, H10 1.091, H11 1.096
4 O -0.84 -1.45 1.27  C2 1.454, H12 0.987
5 H -1.54 1.61 0.07  C1 1.088
6 H -2.48 0.48 1.02  C1 1.094
7 H -2.33 0.16 -0.68  C1 1.088
8 H -0.44 -0.78 -0.67  C2 1.090
9 H 1.39 -0.20 1.52  C3 1.089
10 H 0.55 1.30 1.31  C3 1.091
11 H 1.31 0.37 -0.07  C3 1.096
12 H -1.76 -1.28 1.59  O4 0.987
13 C 3.95 1.70 -3.77  C14 1.520, H17 1.092, H18 1.092, H19 1.090
14 C 3.22 0.57 -3.07  C13 1.520, C15 1.526, O16 1.419, H20 1.093
15 C 3.40 0.58 -1.56  C14 1.526, H21 1.093, H22 1.094, H23 1.090
16 O 1.82 0.69 -3.27  C14 1.419, H24 0.965
17 H 3.73 1.70 -4.83  C13 1.092
18 H 5.01 1.46 -3.68  C13 1.092
19 H 3.69 2.67 -3.34  C13 1.090
20 H 3.62 -0.36 -3.49  C14 1.093
21 H 3.02 -0.32 -1.08  C15 1.093
22 H 2.78 1.35 -1.10  C15 1.094
23 H 4.44 0.70 -1.24  C15 1.090
24 H 1.55 1.60 -3.45  O16 0.965
25 C 4.60 -10.08 6.05  O26 1.413, H34 1.089, H35 1.092, H36 1.097
26 O 3.96 -8.83 6.15  C25 1.413, C27 1.408
27 C 4.67 -7.75 5.59  O26 1.408, C28 1.513, H37 1.099, H38 1.098
28 C 3.99 -6.45 5.96  C27 1.513, N29 1.445, H39 1.092, H40 1.102
29 N 4.41 -5.38 5.09  C28 1.445, C30 1.449, H41 1.012
30 C 3.62 -4.18 5.25  N29 1.449, C31 1.543, H42 1.094, H43 1.104
31 C 4.08 -3.09 4.27  C30 1.543, O32 1.411, H44 1.086, H45 1.093
32 O 3.72 -3.30 2.92  C31 1.411, C33 1.405
33 C 2.35 -3.27 2.60  O32 1.405, H46 1.092, H47 1.097, H48 1.089
34 H 4.36 -10.75 6.88  C25 1.089
35 H 5.69 -10.06 5.95  C25 1.092
36 H 4.18 -10.51 5.13  C25 1.097
37 H 4.70 -7.96 4.51  C27 1.099
38 H 5.72 -7.63 5.89  C27 1.098
39 H 4.20 -6.21 7.00  C28 1.092
40 H 2.91 -6.54 5.80  C28 1.102
41 H 4.44 -5.67 4.12  N29 1.012
42 H 3.64 -3.93 6.32  C30 1.094
43 H 2.54 -4.34 5.10  C30 1.104
44 H 5.16 -2.98 4.27  C31 1.086
45 H 3.55 -2.21 4.64  C31 1.093
46 H 1.88 -2.28 2.65  C33 1.092
47 H 1.80 -3.92 3.28  C33 1.097
48 H 2.21 -3.74 1.62  C33 1.089
49 C -3.29 2.57 4.34  O50 1.395, H58 1.097, H59 1.090, H60 1.098
50 O -2.16 3.38 4.23  C49 1.395, C51 1.406
51 C -0.96 2.68 4.00  O50 1.406, C52 1.523, H61 1.100, H62 1.097
52 C 0.19 3.68 4.04  C51 1.523, N53 1.453, H63 1.090, H64 1.100
53 N 1.12 3.63 2.93  C52 1.453, C54 1.447, H65 1.012
54 C 2.20 4.59 2.96  N53 1.447, C55 1.509, H66 1.091, H67 1.104
55 C 3.20 4.35 1.85  C54 1.509, O56 1.421, H68 1.096, H69 1.096
56 O 2.63 4.29 0.55  C55 1.421, C57 1.384
57 C 3.54 4.58 -0.44  O56 1.384, H70 1.099, H71 1.095, H72 1.102
58 H -3.28 1.71 3.65  C49 1.097
59 H -4.18 3.15 4.10  C49 1.090
60 H -3.38 2.17 5.36  C49 1.098
61 H -0.95 2.14 3.05  C51 1.100
62 H -0.89 1.92 4.79  C51 1.097
63 H 0.74 3.61 4.98  C52 1.090
64 H -0.34 4.63 4.10  C52 1.100
65 H 0.69 3.71 2.02  N53 1.012
66 H 2.75 4.65 3.91  C54 1.091
67 H 1.72 5.57 2.81  C54 1.104
68 H 3.75 3.42 2.01  C55 1.096
69 H 3.87 5.22 1.87  C55 1.096
70 H 4.37 5.30 -0.42  C57 1.099
71 H 3.01 4.88 -1.35  C57 1.095
72 H 4.11 3.68 -0.75  C57 1.102
73 C 0.36 3.73 -5.27  O74 1.415, H82 1.095, H83 1.091, H84 1.092
74 O 0.03 3.09 -4.05  C73 1.415, C75 1.416
75 C -1.29 3.28 -3.56  O74 1.416, C76 1.561, H85 1.086, H86 1.096
76 C -1.12 3.43 -2.02  C75 1.561, N77 1.498, H87 1.085, H88 1.094
77 N -2.41 4.04 -1.54  C76 1.498, C78 1.459, H89 1.014
78 C -2.36 4.47 -0.15  N77 1.459, C79 1.517, H90 1.099, H91 1.103
79 C -3.76 4.91 0.24  C78 1.517, O80 1.448, H92 1.090, H93 1.092
80 O -4.56 3.73 0.52  C79 1.448, C81 1.389
81 C -5.64 4.04 1.33  O80 1.389, H94 1.092, H95 1.102, H96 1.098
82 H -0.24 3.39 -6.12  C73 1.095
83 H 1.35 3.37 -5.54  C73 1.091
84 H 0.30 4.80 -5.10  C73 1.092
85 H -2.02 2.55 -3.88  C75 1.086
86 H -1.69 4.25 -3.88  C75 1.096
87 H -0.21 3.94 -1.74  C76 1.085
88 H -1.17 2.42 -1.60  C76 1.094
89 H -3.16 3.38 -1.72  N77 1.014
90 H -1.59 5.25 -0.14  C78 1.099
91 H -1.90 3.85 0.64  C78 1.103
92 H -4.25 5.44 -0.58  C79 1.090
93 H -3.76 5.48 1.17  C79 1.092
94 H -6.44 3.31 1.18  C81 1.092
95 H -6.12 5.00 1.06  C81 1.102
96 H -5.51 4.19 2.41  C81 1.098
97 C -3.15 3.32 -7.37  O98 1.394, H106 1.088, H107 1.097, H108 1.098
98 O -3.76 2.87 -6.20  C97 1.394, C99 1.416
99 C -4.45 3.84 -5.43  O98 1.416, C100 1.503, H109 1.100, H110 1.096
100 C -5.34 3.23 -4.38  C99 1.503, N101 1.463, H111 1.097, H112 1.095
101 N -4.60 2.76 -3.21  C100 1.463, C102 1.475, H113 1.012
102 C -5.52 2.15 -2.22  N101 1.475, C103 1.512, H114 1.098, H115 1.092
103 C -4.93 1.08 -1.33  C102 1.512, O104 1.433, H116 1.087, H117 1.092
104 O -5.24 -0.26 -1.74  C103 1.433, C105 1.425
105 C -4.64 -0.53 -3.00  O104 1.425, H118 1.098, H119 1.090, H120 1.088
106 H -2.53 2.55 -7.83  C97 1.088
107 H -2.54 4.21 -7.19  C97 1.097
108 H -3.85 3.62 -8.16  C97 1.098
109 H -5.09 4.46 -6.08  C99 1.100
110 H -3.72 4.59 -5.09  C99 1.096
111 H -5.97 2.39 -4.71  C100 1.097
112 H -6.02 4.06 -4.18  C100 1.095
113 H -3.89 2.16 -3.58  N101 1.012
114 H -6.42 1.78 -2.73  C102 1.098
115 H -5.88 2.94 -1.57  C102 1.092
116 H -5.32 1.19 -0.32  C103 1.087
117 H -3.84 1.20 -1.30  C103 1.092
118 H -3.55 -0.46 -2.84  C105 1.098
119 H -4.96 0.17 -3.77  C105 1.090
120 H -4.78 -1.57 -3.28  C105 1.088
121 C -0.99 -1.68 -3.45  O122 1.392, H130 1.100, H131 1.097, H132 1.094
122 O -2.01 -1.44 -4.37  C121 1.392, C123 1.434
123 C -1.60 -0.57 -5.43  O122 1.434, C124 1.517, H133 1.100, H134 1.097
124 C -2.82 -0.17 -6.25  C123 1.517, N125 1.477, H135 1.087, H136 1.093
125 N -3.36 -1.38 -6.89  C124 1.477, C126 1.430, H137 1.008
126 C -4.78 -1.33 -7.05  N125 1.430, C127 1.503, H138 1.098, H139 1.109
127 C -5.34 -2.48 -7.84  C126 1.503, O128 1.415, H140 1.095, H141 1.098
128 O -4.95 -3.69 -7.22  C127 1.415, C129 1.430
129 C -6.04 -4.63 -7.20  O128 1.430, H142 1.087, H143 1.099, H144 1.089
130 H -0.16 -2.33 -3.77  C121 1.100
131 H -1.37 -2.32 -2.65  C121 1.097
132 H -0.60 -0.75 -3.02  C121 1.094
133 H -0.87 -1.20 -5.97  C123 1.100
134 H -0.94 0.26 -5.15  C123 1.097
135 H -2.52 0.57 -6.99  C124 1.087
136 H -3.56 0.22 -5.54  C124 1.093
137 H -2.97 -2.20 -6.45  N125 1.008
138 H -5.05 -0.34 -7.44  C126 1.098
139 H -5.35 -1.24 -6.11  C126 1.109
140 H -5.13 -2.37 -8.91  C127 1.095
141 H -6.43 -2.33 -7.80  C127 1.098
142 H -6.63 -4.66 -8.11  C129 1.087
143 H -6.71 -4.33 -6.38  C129 1.099
144 H -5.66 -5.56 -6.79  C129 1.089
145 C 1.71 -0.04 7.10  O146 1.419, H154 1.088, H155 1.093, H156 1.093
146 O 0.45 0.09 6.46  C145 1.419, C147 1.423
147 C 0.28 -0.63 5.25  O146 1.423, C148 1.550, H157 1.093, H158 1.095
148 C -1.23 -0.95 5.28  C147 1.550, N149 1.450, H159 1.099, H160 1.089
149 N -1.63 -1.80 4.17  C148 1.450, C150 1.459, H161 1.008
150 C -3.07 -2.00 4.11  N149 1.459, C151 1.538, H162 1.101, H163 1.087
151 C -3.50 -2.77 2.85  C150 1.538, O152 1.429, H164 1.094, H165 1.096
152 O -3.42 -1.93 1.70  C151 1.429, C153 1.412
153 C -3.69 -2.61 0.50  O152 1.412, H166 1.095, H167 1.088, H168 1.093
154 H 1.77 0.78 7.82  C145 1.088
155 H 2.50 0.06 6.35  C145 1.093
156 H 1.82 -0.98 7.64  C145 1.093
157 H 0.85 -1.57 5.20  C147 1.093
158 H 0.58 0.01 4.41  C147 1.095
159 H -1.75 0.02 5.18  C148 1.099
160 H -1.46 -1.37 6.26  C148 1.089
161 H -1.17 -1.55 3.31  N149 1.008
162 H -3.49 -1.00 3.91  C150 1.101
163 H -3.42 -2.48 5.02  C150 1.087
164 H -4.54 -3.13 2.93  C151 1.094
165 H -2.87 -3.66 2.75  C151 1.096
166 H -2.87 -3.31 0.28  C153 1.095
167 H -3.74 -1.85 -0.27  C153 1.088
168 H -4.63 -3.17 0.50  C153 1.093
169 C 3.45 0.73 3.77  O170 1.426, H178 1.087, H179 1.091, H180 1.095
170 O 4.68 1.13 3.16  C169 1.426, C171 1.413
171 C 4.80 0.80 1.79  O170 1.413, C172 1.560, H181 1.094, H182 1.092
172 C 5.21 -0.71 1.74  C171 1.560, N173 1.458, H183 1.088, H184 1.095
173 N 5.80 -1.05 0.45  C172 1.458, C174 1.480, H185 1.020
174 C 6.29 -2.44 0.44  N173 1.480, C175 1.548, H186 1.090, H187 1.093
175 C 7.75 -2.49 0.96  C174 1.548, O176 1.430, H188 1.098, H189 1.089
176 O 8.65 -1.82 0.08  C175 1.430, C177 1.421
177 C 8.87 -2.57 -1.11  O176 1.421, H190 1.090, H191 1.088, H192 1.099
178 H 3.55 1.16 4.76  C169 1.087
179 H 3.35 -0.35 3.76  C169 1.091
180 H 2.58 1.11 3.22  C169 1.095
181 H 5.72 1.30 1.46  C171 1.094
182 H 3.93 1.11 1.22  C171 1.092
183 H 4.34 -1.36 1.75  C172 1.088
184 H 5.92 -0.89 2.55  C172 1.095
185 H 6.72 -0.62 0.30  N173 1.020
186 H 6.22 -2.86 -0.56  C174 1.090
187 H 5.79 -3.14 1.13  C174 1.093
188 H 8.04 -3.55 1.00  C175 1.098
189 H 7.89 -2.15 1.98  C175 1.089
190 H 8.86 -3.65 -0.97  C177 1.090
191 H 9.71 -2.17 -1.67  C177 1.088
192 H 8.02 -2.33 -1.77  C177 1.099

The structure (SMILES) is COCCNCCOC.COCCNCCOC.COCCNCCOC.COCCNCCOC.COCCNCCOC.COCCNCCOC.COCCNCCOC.CC(C)O.CC(C)O. The LUMO energy comes out at 0.02552 hartree. Its max |F| is 3.383 eV/Å. The value obtained for the HOMO-LUMO gap is 9.0 eV.